ORCA calculation (the ωB97M-V functional and the def2-TZVPD basis) on a cluster of 2 separate species, C2H4NO2S2 in total in a non-equilibrium geometry.

Each line ends with the Löwdin charge.
Element x y z (Å)
H (-1.46, -0.27, 1.58)  0.023
S (0.46, -2.46, -0.67)  0.851
C (0.61, 1.23, -0.48)  -0.219
O (0.31, -2.56, -2.13)  -0.503
H (0.16, 2.18, -0.27)  -0.001
S (-0.61, 1.97, 2.24)  0.323
H (1.61, 1.41, -0.22)  0.028
H (0.60, 0.97, -1.63)  0.086
N (-0.21, 0.23, 0.26)  -0.204
O (-0.60, -3.26, -0.01)  -0.499
C (-0.85, 0.57, 1.33)  -0.886

Properties
total charge	-1
E_HOMO	-3.6	eV
largest force on an atom	0.0695	hartree/bohr
HOMO-LUMO gap	6.04	eV
ΔE to the lowest compared entry with this formula, charge and spin	64.49	kJ/mol